Below is a structure of composition C31H22Cl5N4O2STl, with properties calculated with the ωB97M-V functional and the def2-TZVPD basis.

Properties
- Energy relative to the best compared isomer or geometry (same formula, charge and spin): 1.5 kcal per mole
- Frontier orbital gap: 7.166 eV
- Largest force on an atom: 0.52 eV/A

Structure (XYZ):
```
66
Properties=species:S:1:pos:R:3:forces:R:3:lowdin_charge:R:1
Tl -0.2089 -0.5823 0.0766 0.284 -0.351 -0.259 0.91
C 1.6897 1.1871 2.1536 -0.020 -0.009 -0.011 -0.16
N 0.9088 1.6536 1.0184 -0.095 0.162 -0.111 -0.21
C 1.7501 2.2808 -0.0051 0.032 -0.054 0.059 -0.11
C 2.4058 1.2824 -0.9269 -0.105 0.003 -0.013 -0.24
C 3.6692 1.4753 -1.4485 0.030 -0.001 -0.057 0.00
C 4.1589 0.5245 -2.3351 0.023 0.042 0.017 -0.03
C 3.4044 -0.5939 -2.6320 0.001 -0.028 -0.019 0.01
C 2.1595 -0.7386 -2.0255 -0.054 -0.084 -0.006 -0.22
N 1.6842 0.2131 -1.2431 0.119 0.126 0.165 0.08
C -0.1400 2.5729 1.4502 0.054 0.061 0.000 -0.12
C -1.2129 2.7594 0.4060 0.144 -0.077 -0.030 -0.26
C -2.1873 3.7329 0.5773 0.001 0.046 0.026 -0.02
C -3.1423 3.8929 -0.4068 -0.065 0.055 0.000 -0.05
C -3.0782 3.0934 -1.5372 -0.009 0.012 -0.019 -0.04
C -2.0759 2.1474 -1.6189 0.088 0.042 0.128 -0.12
N -1.1590 1.9693 -0.6609 -0.246 0.036 -0.036 0.09
C 0.8437 0.3563 3.0838 0.011 -0.019 -0.081 -0.32
C 1.2015 0.2073 4.4115 0.002 0.006 0.033 -0.01
C 0.4335 -0.6098 5.2219 0.009 -0.003 0.049 -0.04
C -0.6765 -1.2354 4.6825 -0.047 -0.034 0.008 -0.03
C -0.9752 -1.0285 3.3475 0.102 0.124 -0.064 -0.09
N -0.2279 -0.2442 2.5661 -0.150 -0.026 0.135 0.03
H 2.1275 2.0273 2.7111 0.007 0.014 0.002 0.14
H 2.4999 0.5566 1.7794 0.004 -0.014 -0.005 0.10
H 2.5206 2.9099 0.4583 0.006 0.010 0.019 0.13
H 1.1186 2.9340 -0.6064 -0.011 -0.015 -0.034 0.13
H 4.2523 2.3438 -1.1713 0.000 -0.011 -0.002 0.12
H 5.1408 0.6450 -2.7746 -0.007 0.002 0.001 0.11
H 3.7888 -1.3560 -3.2943 -0.013 0.010 0.012 0.10
H 1.6904 -2.6411 -1.2715 0.002 0.020 0.025 0.05
H 0.2884 3.5538 1.7030 0.003 0.014 0.021 0.14
H -0.5951 2.1866 2.3612 -0.031 -0.018 -0.007 0.13
H -2.1883 4.3498 1.4676 0.003 -0.013 -0.005 0.12
H -3.9214 4.6368 -0.2984 0.007 -0.005 -0.006 0.11
H -3.7942 3.1919 -2.3410 0.004 0.000 0.005 0.11
H -1.9980 1.5017 -2.4770 0.011 -0.022 -0.012 0.05
H 2.0768 0.7166 4.7937 -0.004 -0.004 -0.010 0.12
H 0.6999 -0.7558 6.2609 -0.008 0.000 -0.011 0.11
H -1.3039 -1.8843 5.2768 0.004 0.004 0.000 0.11
H -1.8077 -1.5125 2.8598 -0.021 -0.018 -0.012 0.11
Cl -2.3402 -0.7430 -3.3051 0.046 0.028 0.010 0.81
C -0.7247 -1.3477 -3.2552 -0.064 -0.020 0.007 -0.67
C -0.1715 -1.8627 -1.9677 0.052 0.095 0.008 -0.57
C 1.3485 -2.0374 -2.1178 0.170 0.016 -0.045 -0.40
Cl 1.8171 -1.9420 1.0827 -0.035 -0.027 0.028 0.10
C 1.7065 -2.7563 -3.3865 0.043 -0.064 0.123 -0.71
Cl 2.9410 -3.9562 -3.3134 -0.057 0.055 -0.015 0.73
C 1.0838 -2.4148 -4.5085 -0.145 0.116 -0.148 -0.71
Cl 1.4773 -3.1204 -6.0280 -0.009 0.021 0.034 0.69
C -0.0732 -1.5057 -4.4240 0.127 -0.143 -0.117 -0.69
Cl -0.6684 -0.8456 -5.9060 0.000 -0.030 0.088 0.67
O -2.7578 -0.5020 -0.2645 -0.146 -0.022 0.081 -0.05
C -2.6490 -1.7207 -0.0080 0.241 0.026 0.216 -0.68
O -1.8091 -2.1749 0.8257 -0.132 -0.003 -0.092 -0.11
C -3.3486 -2.7336 -0.8525 -0.024 0.021 -0.064 -0.17
C -4.7289 -2.8279 -0.9020 -0.039 -0.023 -0.042 -0.02
C -5.3384 -3.7599 -1.7314 0.025 0.008 0.025 -0.08
C -4.5593 -4.5688 -2.5446 0.052 0.025 0.007 -0.08
C -3.1758 -4.4431 -2.5313 -0.064 0.019 -0.012 -0.10
C -2.5552 -3.5355 -1.6785 -0.036 -0.091 0.026 -0.46
S -0.7706 -3.5735 -1.6661 -0.099 0.020 -0.019 1.05
H -5.3247 -2.1677 -0.2833 0.009 -0.009 -0.008 0.12
H -6.4172 -3.8474 -1.7484 0.007 0.013 -0.009 0.10
H -5.0264 -5.2848 -3.2085 0.010 -0.003 0.008 0.10
H -2.5646 -5.0415 -3.1949 0.003 -0.010 0.018 0.10
```
Positions in Å, forces in eV/Å.



Below is a cluster of 9 separate species, C45H117F3N18O15P6 in total, with properties calculated with the ωB97M-V functional and the def2-TZVPD basis.

Properties
- Total charge: -1
- Frontier orbital gap (spin up / spin down): 1.361 / 8.277 eV
- Multiplicity: 2
- Largest force on an atom: 3.84 eV/A

Structure (XYZ):
```
204
Properties=species:S:1:pos:R:3:forces:R:3:lowdin_charge:R:1
C -1.4304 2.2998 5.5243 0.096 -0.226 -1.205 -0.04
C 0.0492 2.3125 5.9388 -0.163 0.541 -0.188 -0.32
O 0.4765 1.0066 5.7649 0.436 -0.680 -0.276 0.13
C -0.4742 0.2258 5.2043 0.156 -0.723 -0.358 -0.53
O -0.2779 -0.9291 4.9020 -0.734 1.634 0.433 0.13
O -1.5916 0.9607 5.0115 -0.037 -1.003 0.344 0.06
F 0.1852 2.6014 7.2551 -0.146 0.285 0.977 0.05
H -1.6746 2.9213 4.6627 0.439 0.357 0.271 0.11
H -2.1463 2.5113 6.3186 0.314 -0.287 0.255 0.13
H 0.7244 2.9810 5.4046 -0.387 -0.008 -0.192 0.14
C 4.4324 -2.2993 6.1379 -1.150 -1.848 1.768 -0.12
C 2.9021 -2.0670 6.0508 3.158 -0.246 -0.406 -0.26
O 2.9382 -1.5610 4.7347 -2.122 0.981 0.046 0.11
C 4.0680 -0.8696 4.5185 1.467 1.467 -1.672 -0.51
O 4.2620 -0.0792 3.6186 -0.503 -1.640 1.942 0.15
O 5.0133 -1.2706 5.4267 -0.361 1.257 -0.889 0.08
F 2.6175 -1.1526 7.0429 -0.834 -0.322 -1.011 0.06
H 4.6550 -3.2443 5.6424 0.186 -0.227 0.227 0.14
H 4.6951 -2.3018 7.1958 0.521 0.056 -0.219 0.14
H 2.3173 -2.9865 6.0768 -0.413 0.567 0.192 0.17
C -2.2064 -3.3532 -3.1709 0.140 0.376 -1.240 -0.05
C -2.9775 -2.1451 -2.7520 0.236 -0.408 1.712 -0.32
O -4.1268 -2.7394 -2.1252 0.226 1.029 0.374 0.13
C -4.1719 -4.0630 -2.3705 -3.143 -1.347 1.251 -0.56
O -5.0528 -4.8198 -1.9528 2.404 2.126 -1.205 0.12
O -3.1775 -4.4003 -3.1588 1.313 -1.042 -0.296 0.08
F -3.3499 -1.3715 -3.7705 -0.828 0.421 -1.249 0.09
H -1.3531 -3.5153 -2.5124 -0.174 -0.386 -0.048 0.12
H -1.9052 -3.1695 -4.2022 0.320 -0.391 0.063 0.15
H -2.3807 -1.4998 -2.1075 -0.384 -0.151 0.629 0.13
O 1.0326 5.5807 -8.1316 1.050 -0.809 -0.191 -0.30
P 1.9065 4.4327 -7.7541 -0.521 -1.127 0.936 0.57
N 2.4838 4.4339 -6.1483 -0.732 -0.989 0.247 -0.29
C 3.6565 5.2616 -5.8317 -0.108 0.152 -0.752 -0.13
C 1.4514 4.4586 -5.0727 -0.340 1.085 -0.520 -0.13
N 3.2882 4.2044 -8.6582 -0.889 2.759 -0.319 -0.33
C 4.1827 3.1463 -8.5328 0.642 -1.358 0.348 -0.17
C 3.6078 5.0196 -9.8315 -0.884 1.241 0.447 -0.10
N 1.0279 2.9512 -7.8858 1.167 -0.264 0.690 -0.28
C 0.0099 2.9458 -8.9099 -1.033 -0.002 0.145 -0.15
C 1.6141 1.6101 -7.5333 -0.677 0.682 0.789 -0.11
H 4.5674 4.7369 -6.1199 0.095 0.076 0.041 0.06
H 3.7364 5.5515 -4.7840 -0.332 -0.438 0.071 0.07
H 3.5980 6.2017 -6.3802 0.201 0.198 -0.099 0.07
H 0.5556 3.8654 -5.2565 0.376 -0.382 -0.406 0.07
H 1.0775 5.4814 -5.0263 -0.177 0.253 0.201 0.07
H 1.7994 4.2425 -4.0626 0.591 -0.335 -0.332 0.05
H 4.1443 2.6670 -7.5546 -0.132 -0.143 -0.157 0.07
H 3.8796 2.4848 -9.3444 0.860 -0.953 0.117 0.09
H 5.1962 3.5250 -8.6647 0.227 -0.261 -0.112 0.09
H 4.0320 5.9700 -9.5075 0.065 0.243 -0.012 0.08
H 4.3519 4.6071 -10.5129 -0.277 -0.639 0.212 0.08
H 2.6869 5.2577 -10.3637 0.122 0.004 -0.244 0.08
H -0.4993 3.9094 -8.9302 0.319 0.099 -0.127 0.07
H 0.3196 2.6819 -9.9211 0.498 0.066 -0.180 0.07
H -0.7917 2.2456 -8.6749 0.073 -0.328 0.306 0.07
H 2.0285 1.0088 -8.3425 0.201 0.439 -0.353 0.07
H 0.8906 0.9549 -7.0482 -0.799 0.186 -0.329 0.07
H 2.3146 1.6696 -6.7004 0.435 0.549 -0.390 0.06
O -8.1575 -1.1498 2.5624 0.462 0.195 0.943 -0.31
P -7.1142 -0.5203 3.4190 1.668 -2.126 0.024 0.60
N -5.7774 -1.6290 3.7556 -1.266 0.403 -1.112 -0.29
C -5.7632 -3.0978 3.4143 -0.497 1.807 0.229 -0.09
C -4.6443 -1.2326 4.5629 0.073 -0.508 0.146 -0.15
N -7.6865 -0.0867 4.9774 1.077 0.898 -1.077 -0.32
C -8.5797 -1.0519 5.6468 -0.040 1.359 -1.139 -0.10
C -6.8097 0.6948 5.8462 -0.065 -0.305 0.321 -0.15
N -6.3451 0.8017 2.6774 0.474 0.761 0.461 -0.31
C -7.2448 1.9779 2.4449 0.649 -1.723 0.325 -0.11
C -5.5257 0.5444 1.4417 -1.115 -1.452 0.543 -0.10
H -4.7581 -3.4823 3.5871 0.027 0.180 -0.138 0.06
H -6.0374 -3.2017 2.3645 -0.137 -0.288 0.193 0.07
H -6.4308 -3.6465 4.0786 -0.177 -0.169 -0.172 0.07
H -4.6644 -1.7735 5.5090 -0.145 0.269 0.593 0.08
H -4.5825 -0.1567 4.7262 0.054 -0.205 -0.109 0.06
H -3.7212 -1.6104 4.1233 0.235 0.396 -0.400 0.07
H -8.8510 -0.6366 6.6174 0.036 -0.089 0.010 0.08
H -9.4361 -0.9762 4.9769 -0.404 -1.012 0.445 0.08
H -8.1617 -2.0530 5.7527 -0.029 -0.071 -0.064 0.08
H -7.3789 1.3374 6.5179 -0.317 0.168 -0.157 0.07
H -6.2406 0.0449 6.5109 0.329 -0.121 0.004 0.07
H -6.1179 1.3183 5.2798 -0.127 -0.082 -0.064 0.06
H -7.9574 1.6341 1.6951 -0.331 0.633 -0.181 0.08
H -7.7467 2.1680 3.3936 -0.079 0.463 -0.216 0.07
H -6.6069 2.7887 2.0932 -0.370 0.163 0.147 0.07
H -5.0790 1.4115 0.9551 -0.100 0.311 0.736 0.06
H -6.1995 0.0931 0.7135 -0.075 0.026 -0.398 0.08
H -4.7769 -0.2264 1.6243 0.158 0.261 0.248 0.07
O -0.0563 4.0588 3.4634 -0.033 -1.097 -0.820 -0.29
P 0.5238 5.3951 3.5612 0.643 3.776 0.316 0.62
N -0.2425 6.5669 2.5381 -0.703 -1.311 1.452 -0.30
C -0.5714 6.1806 1.1469 1.192 0.479 0.791 -0.16
C -0.0250 7.9958 2.7730 1.125 -0.545 -0.757 -0.17
N 2.2252 5.5159 3.2731 -2.887 -0.656 0.127 -0.29
C 2.8395 4.3303 2.6301 0.388 0.725 0.717 -0.14
C 2.8869 6.8257 3.3214 0.428 -0.796 0.237 -0.16
N 0.2766 6.0733 5.1231 0.460 -0.873 -1.460 -0.30
C -1.0823 6.2221 5.6625 -0.164 0.553 0.037 -0.13
C 1.2914 6.0071 6.1629 0.382 0.395 0.136 -0.15
H 0.3537 6.2263 0.5723 0.176 -0.094 -0.453 0.05
H -1.2245 6.9378 0.7129 -0.392 -0.313 0.098 0.06
H -0.9374 5.1554 1.0927 -0.365 0.363 0.089 0.05
H -0.8220 8.6468 2.4137 -0.417 -0.327 0.260 0.07
H 0.8493 8.2620 2.1791 0.106 0.551 -0.134 0.05
H 0.2575 8.1942 3.8069 -0.408 -0.054 0.028 0.06
H 3.0396 4.4364 1.5639 0.115 0.326 -0.077 0.05
H 3.7567 4.1773 3.1987 0.322 -0.410 -0.389 0.07
H 2.2136 3.4437 2.7311 -0.139 0.310 0.269 0.04
H 2.6459 7.3474 4.2476 -0.016 -0.143 0.190 0.06
H 3.9517 6.5929 3.3332 0.128 0.311 -0.005 0.08
H 2.6908 7.5614 2.5415 -0.082 -0.501 -0.490 0.05
H -1.8830 5.5838 5.2890 0.491 -0.537 -0.447 0.07
H -1.0763 6.0858 6.7439 0.220 -0.116 0.024 0.07
H -1.4793 7.2231 5.4939 0.170 0.325 -0.064 0.06
H 1.1992 5.1308 6.8046 -0.484 0.143 0.452 0.07
H 1.2205 6.9670 6.6744 -0.020 -0.248 0.771 0.08
H 2.3424 5.9559 5.8787 -0.242 0.012 -0.940 0.06
O -1.8009 -7.0836 2.4780 0.938 0.866 -2.071 -0.32
P -1.8413 -6.3791 1.1427 -2.664 2.266 1.421 0.65
N -3.5282 -6.1359 0.6454 1.077 0.244 -0.822 -0.28
C -4.2032 -7.1045 -0.2082 -0.091 -0.424 -0.308 -0.15
C -4.4658 -5.3118 1.4479 1.378 -0.413 1.390 -0.12
N -0.9323 -7.0129 -0.0894 -0.381 -2.296 0.065 -0.32
C -0.9536 -6.4757 -1.4051 -0.528 1.425 -0.237 -0.12
C 0.3305 -7.6146 0.2714 0.682 -0.274 1.290 -0.12
N -1.2630 -4.7494 1.1460 -1.195 0.293 -0.125 -0.27
C -0.2481 -4.3484 2.0999 -0.222 0.123 -0.121 -0.12
C -1.8355 -3.5896 0.3849 0.083 -1.032 0.496 -0.09
H -5.2428 -6.8568 -0.4226 0.130 0.615 0.270 0.07
H -4.2832 -8.0968 0.2356 0.438 -0.299 0.039 0.08
H -3.7630 -7.1409 -1.2047 0.258 -0.305 0.079 0.06
H -5.5156 -5.4365 1.1825 0.342 -0.105 -0.406 0.09
H -4.2319 -4.2523 1.5520 0.208 0.091 -0.961 0.04
H -4.3471 -5.6089 2.4899 -0.367 -0.388 0.327 0.07
H -0.7601 -7.2212 -2.1764 -0.219 -0.066 0.064 0.10
H -1.8975 -5.9485 -1.5441 -0.259 -0.444 -0.396 0.06
H -0.2422 -5.6574 -1.5159 0.645 0.073 -0.033 0.07
H 1.0471 -6.8430 0.5531 0.272 0.249 0.055 0.07
H 0.2415 -8.2736 1.1350 -0.311 0.185 0.152 0.08
H 0.8571 -8.2367 -0.4524 -0.680 0.152 -0.760 0.08
H -0.4064 -3.2877 2.2944 0.069 -0.111 0.430 0.05
H -0.3485 -4.9147 3.0258 0.221 -0.020 -0.016 0.08
H 0.7496 -4.4319 1.6689 0.317 -0.135 0.166 0.07
H -1.1776 -3.1067 -0.3376 0.440 -0.639 -0.428 0.04
H -2.0025 -2.7271 1.0301 -0.507 -0.195 0.597 0.08
H -2.7690 -3.9301 -0.0631 0.091 0.287 -0.113 0.05
O -0.2561 -0.9140 -1.2171 0.199 1.470 0.835 -0.32
P 0.1723 0.3666 -0.5343 1.592 0.506 0.753 0.64
N 1.3085 0.0540 0.7641 -0.956 1.075 -1.979 -0.28
C 2.4583 0.9594 1.1045 -0.992 -0.927 -0.248 -0.09
C 1.1027 -1.0901 1.6890 -0.039 1.561 -1.260 -0.08
N -1.1041 1.2753 0.1343 2.358 -0.652 1.120 -0.30
C -2.0825 1.7022 -0.7553 -1.391 0.082 -2.106 -0.18
C -0.9192 2.2594 1.2070 -0.393 -1.323 0.625 -0.11
N 0.9233 1.4594 -1.6143 -0.078 -0.470 -0.195 -0.27
C 0.9107 2.9494 -1.5593 0.658 -0.862 0.447 -0.13
C 1.7815 0.8623 -2.6887 -0.552 -0.421 0.913 -0.09
H 2.6502 1.7376 0.3659 -0.489 -0.062 -0.111 0.06
H 3.3794 0.3791 1.1576 -0.025 -0.167 0.195 0.07
H 2.2665 1.4108 2.0780 0.168 0.066 0.093 0.05
H 0.1709 -1.5859 1.4172 0.206 -0.032 -0.027 0.04
H 0.9951 -0.6627 2.6859 0.316 -0.563 0.272 0.07
H 1.9632 -1.7376 1.5204 -0.093 -0.365 0.685 0.08
H -2.0943 1.0499 -1.6285 -0.393 -0.322 0.037 0.08
H -3.0652 1.7270 -0.2845 -0.156 -0.040 -0.046 0.07
H -1.8971 2.6728 -1.2154 0.117 0.541 0.263 0.07
H -0.5966 3.2412 0.8604 0.112 -0.198 0.194 0.03
H -1.8895 2.3433 1.6965 -0.278 0.432 -0.117 0.08
H -0.3252 1.8413 2.0197 0.586 0.290 -0.337 0.07
H 0.6151 3.3227 -0.5788 -0.227 -0.160 -0.248 0.05
H 1.9349 3.3040 -1.6747 0.278 -0.060 0.030 0.04
H 0.3643 3.4626 -2.3506 -0.511 -0.354 -0.037 0.06
H 2.4509 1.6029 -3.1264 -0.179 0.023 0.072 0.07
H 1.1957 0.3435 -3.4475 -0.219 0.432 -0.259 0.07
H 2.3775 0.0480 -2.2765 0.332 0.178 0.163 0.04
O 3.9139 -1.8223 -3.8422 0.270 -0.488 0.871 -0.30
P 4.2870 -3.1744 -3.3613 1.634 -1.407 0.423 0.62
N 3.0989 -3.9214 -2.3798 0.151 0.000 -2.436 -0.32
C 3.2751 -5.2715 -1.8840 -0.287 0.542 0.595 -0.12
C 2.3436 -3.1107 -1.4582 0.653 1.094 -0.171 -0.11
N 5.7508 -3.2397 -2.3759 -1.195 1.300 -1.548 -0.30
C 6.3138 -1.9095 -1.9271 -1.186 -0.832 -1.446 -0.09
C 6.4963 -4.4633 -2.1353 0.150 0.859 0.238 -0.16
N 4.6512 -4.2882 -4.6309 -0.820 -0.018 1.190 -0.31
C 3.5623 -5.1473 -5.1844 1.434 1.006 -0.125 -0.11
C 5.8918 -4.1450 -5.4252 -0.337 0.617 0.521 -0.11
H 3.9264 -5.1952 -1.0133 0.845 -0.645 -0.116 0.08
H 3.5354 -5.9861 -2.6649 0.381 0.083 0.295 0.07
H 2.3562 -5.6021 -1.3997 -0.444 -0.042 -0.436 0.06
H 2.4426 -2.0520 -1.6980 -0.030 -0.036 -0.197 0.05
H 2.8410 -3.2247 -0.4950 -0.608 -0.065 0.627 0.08
H 1.2714 -3.3055 -1.4822 0.061 -0.349 0.337 0.07
H 6.3758 -1.2664 -2.8049 0.316 0.028 -0.149 0.06
H 5.5428 -1.4102 -1.3403 0.533 -0.038 0.736 0.06
H 7.3152 -1.9953 -1.5053 -0.357 -0.161 0.369 0.08
H 7.5253 -4.3970 -2.4887 0.273 0.180 -0.209 0.07
H 6.5626 -4.5654 -1.0521 -0.050 -0.744 0.092 0.07
H 6.0673 -5.3194 -2.6560 -0.273 0.078 0.368 0.07
H 3.9183 -6.1700 -5.0601 -0.587 -0.282 -0.123 0.07
H 2.6048 -4.9305 -4.7107 0.225 -0.226 0.183 0.07
H 3.4623 -4.9089 -6.2433 -0.131 -0.198 -0.149 0.07
H 6.1438 -4.9754 -6.0848 -0.555 -0.431 0.281 0.08
H 6.7490 -4.0145 -4.7646 -0.061 0.025 0.117 0.06
H 5.8607 -3.2675 -6.0710 -0.135 0.196 -0.066 0.08
```
Positions in Å, forces in eV/Å.